The following is a quantum chemistry calculation of one molecule with the formula H2N2P2 at a distorted geometry, from OMol25.

ORCA input file:
```
! RIJCOSX wB97M-V def2-TZVPD def2/J DEFGRID3
* xyz 0 3
P 0.6844 0.8684 -0.1009
P 0.0717 -1.6802 -0.3697
N 1.4817 -0.4805 0.4284
N -0.6818 -0.1607 -0.3987
H 0.0667 1.5332 1.1644
H -1.6228 -0.0802 -0.7235
*
```

* ΔE to the lowest compared entry with this formula, charge and spin: 0.0 kcal/mol
* Kohn-Sham gap (alpha / beta): 6.98 / 7.66 eV
* LUMO level (alpha / beta): -0.2 / -1.8 eV
* expectation value of S²: 2.0116
* E_tot: -793.2876 Eh
* maximum force: 2.41 eV/Å